Molecular formula: C6H8ClNO
Method: DFT, ωB97M-V with the def2-TZVPD basis set

Kohn-Sham gap   0.2793 hartree
Electronic energy   -22409.0270 eV
ΔE to the lowest compared entry with this formula, charge and spin   1.949 eV
HOMO energy   -7.23 eV
SMILES   N\C(Cl)=C/C=C\C=C\O
LUMO energy   0.4 eV

Element x y z (Å)
Cl1 3.332 -1.284 0.123
O1 -2.584 -2.558 -0.253
N1 2.852 1.244 -0.596
C1 0.022 1.028 0.250
C2 -1.690 -1.472 -0.186
C3 2.278 0.053 -0.187
C4 -2.139 -0.197 0.159
C5 -1.327 0.923 0.362
C6 0.958 -0.036 0.183
H1 3.794 1.209 -0.714
H2 2.469 2.105 -0.175
H3 -1.907 1.843 0.364
H4 0.578 2.062 0.272
H5 -3.565 -2.383 -0.125
H6 0.859 -0.881 0.742
H7 -0.753 -1.612 -0.519
H8 -3.178 -0.045 0.301

Molecular formula: C7H15NO3
Method: DFT, ωB97M-V with the def2-TZVPD basis set

Kohn-Sham gap   0.3474 hartree
Electronic energy   -15133.0210 eV
ΔE to the lowest compared entry with this formula, charge and spin   1.834 eV
HOMO energy   -8.98 eV
SMILES   C[C@H]1C[C@H](N)[C@H](O)[C@@H](O)[C@H]1O
LUMO energy   0.5 eV

Element x y z (Å)
O1 1.180 -1.219 1.513
O2 1.995 -1.737 -0.904
O3 1.595 0.782 -2.303
N1 -1.164 1.458 -1.621
C1 -0.760 1.153 0.653
C2 -1.057 -0.333 0.851
C3 0.155 -1.200 0.523
C4 0.787 -0.909 -0.863
C5 -0.104 1.456 -0.668
C6 1.101 0.587 -1.018
C7 -1.471 -0.779 2.221
H1 -0.079 1.523 1.423
H2 -0.048 -1.142 -1.544
H3 -1.630 1.844 0.790
H4 1.807 0.822 -0.235
H5 -2.437 -0.405 2.501
H6 0.408 2.504 -0.465
H7 2.084 1.675 -2.360
H8 -1.452 -1.910 2.429
H9 -0.225 -2.213 0.456
H10 -0.786 1.191 -2.630
H11 -1.792 -0.778 0.122
H12 2.805 -1.213 -1.403
H13 -2.143 0.796 -1.399
H14 1.907 -1.591 1.032
H15 -0.676 -0.362 2.899

Molecular formula: C3H6N2S2
Method: DFT, ωB97M-V with the def2-TZVPD basis set

Kohn-Sham gap   0.2906 hartree
Electronic energy   -27856.9538 eV
ΔE to the lowest compared entry with this formula, charge and spin   2.143 eV
HOMO energy   -8.77 eV
SMILES   C/N=C(/C=S)NS
LUMO energy   -0.9 eV

Element x y z (Å)
S1 0.222 -2.473 -0.939
S2 -1.579 -0.210 -2.667
N1 0.329 1.295 0.291
N2 -0.038 -1.115 0.034
C1 -0.069 0.298 -0.386
C2 0.647 1.046 1.671
C3 -0.438 0.552 -1.824
H1 -1.090 -2.689 -1.167
H2 0.847 2.073 2.063
H3 -0.050 1.503 -2.203
H4 -0.227 -1.308 0.992
H5 1.584 0.475 1.825
H6 -0.138 0.553 2.309

Molecular formula: C3H4FNO
Method: DFT, ωB97M-V with the def2-TZVPD basis set

Kohn-Sham gap   0.4388 hartree
Electronic energy   -9429.4632 eV
ΔE to the lowest compared entry with this formula, charge and spin   1.153 eV
HOMO energy   -11.27 eV
SMILES   N#C[C@H](F)CO
LUMO energy   0.7 eV

Element x y z (Å)
F1 0.765 -1.560 -0.238
O1 -1.066 1.262 -1.150
N1 0.644 0.848 2.118
C1 0.341 0.144 1.247
C2 -0.151 -0.608 0.071
C3 -0.370 0.113 -1.266
H1 -1.095 -1.154 0.367
H2 -0.827 -0.692 -1.801
H3 0.568 0.154 -1.724
H4 -0.432 1.815 -0.646

Molecular formula: C6H10O
Method: DFT, ωB97M-V with the def2-TZVPD basis set

Kohn-Sham gap   0.3318 hartree
Electronic energy   -8429.5384 eV
ΔE to the lowest compared entry with this formula, charge and spin   1.702 eV
HOMO energy   -8.74 eV
SMILES   C=CC(=C)C=C.O
LUMO energy   0.3 eV

Element x y z (Å)
O1 0.857 2.020 -1.582
C1 1.414 -1.708 -0.681
C2 0.257 0.233 1.197
C3 -0.253 0.745 2.348
C4 -0.531 -0.324 0.089
C5 -1.859 -0.135 -0.086
C6 0.183 -1.191 -0.889
H1 1.953 -2.284 -1.444
H2 -2.470 0.430 0.614
H3 0.651 2.138 -2.512
H4 -0.396 -1.446 -1.763
H5 -2.329 -0.489 -0.961
H6 -1.274 0.698 2.587
H7 0.230 1.375 -1.288
H8 1.316 0.293 0.994
H9 0.359 1.279 3.055
H10 1.893 -1.635 0.321

Molecular formula: C20H40NOP3RhS
Method: DFT, ωB97M-V with the def2-TZVPD basis set

Kohn-Sham gap (alpha / beta)   0.2649 / 0.2296 hartree
Electronic energy   -66605.6482 eV
Net charge   +3
ΔE to the lowest compared entry with this formula, charge and spin   0.000 eV
Multiplicity   5
HOMO energy (alpha / beta)   -15.67 / -17.70 eV
LUMO energy (alpha / beta)   -8.5 / -11.5 eV

Element x y z (Å)
Rh1 0.705 0.705 0.132
S1 -2.352 0.414 3.574
P1 1.091 2.449 -1.102
P2 -3.709 -0.667 -1.129
P3 2.532 0.765 1.269
O1 -1.572 -2.664 0.547
N1 -0.596 1.001 1.792
C1 -1.739 -3.463 -0.655
C2 0.401 -3.512 1.594
C3 -1.811 2.059 3.457
C4 -0.160 -2.559 0.757
C5 1.664 1.887 -2.733
C6 -3.814 0.868 -0.194
C7 3.945 0.428 0.177
C8 2.300 3.741 -0.650
C9 3.043 2.228 2.211
C10 2.435 -3.329 0.316
C11 -1.142 -2.783 -1.834
C12 -1.295 -0.022 2.300
C13 2.526 -0.528 2.535
C14 -5.113 -0.885 -2.246
C15 -0.871 2.200 2.455
C16 1.717 -3.875 1.380
C17 0.640 -1.748 -0.114
C18 -0.425 3.422 -1.373
C19 1.880 -2.338 -0.477
C20 -2.223 -0.582 -2.112
H1 -1.704 0.379 -2.021
H2 2.133 4.105 0.368
H3 -2.439 -0.834 -3.156
H4 -5.209 -0.049 -2.953
H5 -2.937 1.497 -0.400
H6 -0.064 -2.928 -1.923
H7 3.627 -0.102 -0.724
H8 -6.046 -0.964 -1.674
H9 -1.204 2.795 -1.823
H10 -1.456 -1.511 -1.783
H11 -4.718 1.432 -0.462
H12 -4.983 -1.810 -2.824
H13 4.435 1.358 -0.119
H14 1.515 -0.655 2.933
H15 0.973 1.133 -3.119
H16 -3.825 0.649 0.880
H17 3.558 1.906 3.120
H18 3.731 2.855 1.640
H19 2.854 -1.483 2.118
H20 3.441 -3.694 0.077
H21 -0.247 -4.018 2.301
H22 2.186 2.834 2.509
H23 -0.213 4.269 -2.039
H24 -2.819 -3.634 -0.724
H25 2.186 4.595 -1.330
H26 -1.231 -1.042 1.946
H27 -2.169 2.844 4.099
H28 4.675 -0.194 0.699
H29 1.710 2.725 -3.432
H30 2.383 -1.992 -1.404
H31 -0.372 3.113 2.149
H32 3.330 3.383 -0.736
H33 0.107 -1.174 -0.931
H34 3.191 -0.239 3.353
H35 -0.790 3.815 -0.415
H36 2.182 -4.608 2.028
H37 -3.627 -1.800 -0.258
H38 -1.611 -3.172 -2.742
H39 2.661 1.446 -2.643
H40 -1.269 -4.444 -0.463

Molecular formula: C6H7Br3F2N3O5P2
Method: DFT, ωB97M-V with the def2-TZVPD basis set

Kohn-Sham gap   0.3557 hartree
Electronic energy   -255177.9494 eV
Net charge   +1
HOMO energy   -13.17 eV
LUMO energy   -3.5 eV

Element x y z (Å)
Br1 -2.667 2.094 -1.831
Br2 -3.712 5.024 -2.498
Br3 -0.892 4.582 -1.071
P1 -1.837 0.404 1.466
P2 -2.465 -1.553 0.772
F1 1.793 -2.509 -0.951
F2 3.883 -1.919 1.763
O1 4.023 -2.764 -0.904
O2 -4.032 -1.476 0.882
O3 -1.961 -2.697 1.755
O4 -1.910 -1.710 -0.586
O5 4.260 0.272 1.562
N1 3.081 -0.834 -0.102
N2 0.280 1.188 -0.229
N3 1.827 -0.226 0.064
C1 0.807 -0.579 0.918
C2 1.485 0.861 -0.619
C3 -2.187 3.895 -2.328
C4 3.823 -0.733 1.154
C5 -0.187 0.312 0.725
C6 3.050 -2.147 -0.680
H1 2.086 1.379 -1.345
H2 -0.271 1.968 -0.584
H3 -1.455 -3.336 1.231
H4 -1.697 3.843 -3.289
H5 -4.440 -2.155 0.322
H6 0.857 -1.430 1.574
H7 -1.543 0.246 2.827

Molecular formula: C7H11LaO6
Method: DFT, ωB97M-V with the def2-TZVPD basis set

Kohn-Sham gap   0.2707 hartree
Electronic energy   -20561.0614 eV
Net charge   +2
ΔE to the lowest compared entry with this formula, charge and spin   2.390 eV
HOMO energy   -16.68 eV
LUMO energy   -9.3 eV

Element x y z (Å)
La1 -0.021 3.316 -0.179
O1 3.250 3.611 -2.973
O2 -2.274 -0.358 1.231
O3 1.279 4.215 -2.178
O4 -1.777 -1.320 -0.672
O5 2.400 2.662 -1.112
O6 -2.004 -2.578 1.096
C1 -1.508 0.043 -1.008
C2 -2.181 -1.421 0.576
C3 -1.251 0.746 0.233
C4 -1.955 -2.677 2.551
C5 4.434 2.822 -2.829
C6 -1.709 -4.117 2.908
C7 2.291 3.459 -2.089
H1 -1.705 -4.205 4.002
H2 4.930 3.054 -1.879
H3 -2.504 -4.762 2.514
H4 -0.740 -4.458 2.522
H5 -1.261 0.083 -2.069
H6 -0.498 0.361 0.939
H7 -1.154 -2.014 2.897
H8 5.083 3.111 -3.660
H9 -2.401 0.976 -0.882
H10 -2.910 -2.305 2.942
H11 4.186 1.756 -2.880

Molecular formula: CHEuF3O
Method: DFT, ωB97M-V with the def2-TZVPD basis set

Kohn-Sham gap (alpha / beta)   0.2080 / 0.2037 hartree
Electronic energy   -30558.9190 eV
Net charge   +2
Multiplicity   8
HOMO energy (alpha / beta)   -18.68 / -19.51 eV
LUMO energy (alpha / beta)   -13.0 / -14.0 eV

Element x y z (Å)
Eu1 0.395 -1.803 2.745
F1 -0.245 1.467 -1.894
F2 -0.469 -0.659 -1.536
F3 -1.518 0.759 -0.290
O1 1.249 -0.313 1.475
C1 -0.411 0.535 -0.973
H1 0.998 0.014 0.473

Molecular formula: C43H37CeClNP2
Method: DFT, ωB97M-V with the def2-TZVPD basis set

Kohn-Sham gap (alpha / beta)   0.2706 / 0.2714 hartree
Electronic energy   -90698.3880 eV
Net charge   +2
Multiplicity   2
HOMO energy (alpha / beta)   -13.36 / -13.35 eV
LUMO energy (alpha / beta)   -6.0 / -6.0 eV

Element x y z (Å)
Ce1 0.577 0.000 0.608
Cl1 1.192 -2.445 0.079
P1 -1.906 -0.839 1.968
P2 2.002 0.706 -1.898
N1 -0.880 1.624 -0.294
C1 5.857 -0.589 0.315
C2 4.623 -0.398 -1.773
C3 -5.615 0.936 1.896
C4 4.780 -0.048 1.016
C5 -2.571 -3.571 2.306
C6 3.093 4.669 -1.975
C7 -2.892 -2.610 0.093
C8 -4.614 -0.033 1.815
C9 3.572 0.228 -1.079
C10 1.990 5.254 -2.612
C11 0.914 4.462 -3.035
C12 1.511 -1.554 -5.893
C13 2.406 0.369 -4.702
C14 -1.119 -1.034 3.608
C15 -5.314 2.234 2.331
C16 5.772 -0.774 -1.073
C17 0.265 -1.304 3.625
C18 0.954 -1.339 4.838
C19 -3.332 6.286 -1.261
C20 1.218 -1.379 -3.504
C21 -3.297 0.305 2.174
C22 -2.996 1.618 2.596
C23 -3.065 -4.787 1.828
C24 -3.495 -4.913 0.500
C25 -2.530 -2.461 1.447
C26 -2.145 3.832 -0.700
C27 -2.988 3.960 -1.820
C28 -2.492 6.161 -0.149
C29 0.259 -1.184 6.039
C30 3.657 0.408 0.321
C31 2.082 2.490 -2.239
C32 -1.885 4.941 0.136
C33 -3.998 2.578 2.661
C34 3.144 3.288 -1.783
C35 -1.121 -0.942 6.028
C36 2.216 -0.344 -5.889
C37 1.001 -2.064 -4.695
C38 -1.500 2.608 -0.486
C39 -1.814 -0.847 4.818
C40 1.909 -0.149 -3.494
C41 0.961 3.084 -2.856
C42 -3.581 5.190 -2.092
C43 -3.383 -3.827 -0.375
H1 -1.202 4.826 0.981
H2 -3.904 -5.859 0.140
H3 -4.237 5.306 -2.955
H4 -3.760 3.597 2.980
H5 1.355 -2.097 -6.827
H6 -0.029 -4.672 -1.859
H7 -1.661 -0.823 6.970
H8 2.934 1.324 -4.710
H9 -2.223 -3.464 3.335
H10 4.001 2.815 -1.297
H11 -3.137 3.088 -2.460
H12 0.852 -1.790 -2.560
H13 2.900 0.995 0.888
H14 4.812 0.029 2.104
H15 0.040 4.922 -3.506
H16 -2.313 7.031 0.486
H17 3.922 5.290 -1.623
H18 4.523 -0.584 -2.846
H19 0.490 -4.615 -1.316
H20 -2.784 -1.757 -0.579
H21 0.817 -1.568 2.700
H22 -1.970 1.872 2.879
H23 6.764 -0.881 0.852
H24 2.034 -1.498 4.851
H25 0.136 2.452 -3.196
H26 -3.114 -5.647 2.498
H27 6.605 -1.230 -1.610
H28 2.619 0.058 -6.820
H29 0.796 -1.257 6.988
H30 -6.107 2.978 2.420
H31 -4.841 -1.053 1.495
H32 1.968 6.331 -2.781
H33 -3.678 -3.936 -1.420
H34 -6.639 0.668 1.622
H35 -3.798 7.249 -1.490
H36 -2.883 -0.626 4.804
H37 0.433 -2.996 -4.703

Molecular formula: C2H24N2O7
Method: DFT, ωB97M-V with the def2-TZVPD basis set

Kohn-Sham gap   0.1289 hartree
Electronic energy   -19766.1129 eV
HOMO energy   -4.93 eV
LUMO energy   -1.4 eV

Element x y z (Å)
O1 -17.286 5.779 5.149
O2 -17.628 0.054 10.267
O3 -20.127 4.128 13.467
O4 -14.493 8.838 13.215
O5 -21.701 7.940 6.373
O6 -13.611 1.439 6.495
O7 -11.066 5.060 10.417
N1 -19.632 1.293 5.392
N2 -15.967 5.239 10.301
C1 -17.798 -1.278 10.557
C2 -16.539 6.017 3.964
H1 -16.317 6.029 10.824
H2 -17.208 -1.629 11.404
H3 -14.405 9.005 14.153
H4 -21.870 7.946 7.315
H5 -20.879 7.458 6.280
H6 -14.958 5.207 10.273
H7 -13.615 8.583 12.932
H8 -16.364 5.335 9.377
H9 -19.211 0.639 4.748
H10 -18.834 -1.284 10.895
H11 -16.309 4.304 10.471
H12 -20.109 3.926 14.402
H13 -14.270 0.988 7.022
H14 -10.846 4.140 10.269
H15 -19.249 2.228 5.379
H16 -19.789 3.338 13.044
H17 -10.240 5.527 10.291
H18 -19.458 1.043 6.355
H19 -17.083 5.681 3.081
H20 -15.659 5.398 3.791
H21 -16.244 7.060 3.851
H22 -17.674 -1.931 9.694
H23 -14.063 2.214 6.159
H24 -20.631 1.329 5.253

Molecular formula: C37H36ClNO12PS
Method: DFT, ωB97M-V with the def2-TZVPD basis set

Kohn-Sham gap   0.2879 hartree
Electronic energy   -97646.9196 eV
Net charge   +1
HOMO energy   -11.59 eV
LUMO energy   -3.8 eV

Element x y z (Å)
Cl1 -2.912 -1.593 1.456
S1 1.410 -1.145 1.189
P1 2.181 -0.537 3.176
O1 0.691 -4.601 1.774
O2 0.960 0.440 3.631
O3 -1.652 10.501 -1.265
O4 -8.581 -2.195 -6.165
O5 -3.425 1.469 -4.507
O6 4.600 -5.012 -1.801
O7 -2.631 6.333 -4.378
O8 -5.209 -1.217 -2.202
O9 8.036 3.383 7.809
O10 2.017 -8.810 -4.435
O11 -2.504 2.928 0.497
O12 3.318 1.610 6.187
N1 1.707 -2.751 0.905
C1 -1.877 9.552 -1.980
C2 -1.221 -2.086 1.840
C3 2.609 -7.944 -3.836
C4 5.692 3.535 7.984
C5 -3.433 7.803 -2.724
C6 -2.961 3.608 -1.714
C7 2.966 -6.711 -1.742
C8 -2.729 2.600 -0.650
C9 -8.235 -2.068 -3.841
C10 6.958 2.979 7.442
C11 4.008 -5.887 -2.403
C12 6.851 1.898 6.423
C13 5.666 1.453 6.015
C14 -0.393 -0.914 1.314
C15 -1.101 7.993 -3.712
C16 -6.399 -1.583 -5.527
C17 -1.081 -2.345 3.341
C18 -3.187 8.850 -1.941
C19 4.405 2.014 6.556
C20 -2.765 1.171 -1.041
C21 -7.809 -1.969 -5.262
C22 3.656 -7.120 -4.494
C23 -5.977 -1.440 -3.118
C24 -5.549 -1.338 -4.534
C25 4.304 -6.168 -3.828
C26 2.599 -3.938 3.011
C27 3.374 0.658 2.516
C28 -7.385 -1.822 -2.849
C29 2.872 -2.971 0.018
C30 -3.218 1.810 -3.362
C31 4.509 3.086 7.573
C32 -2.986 0.799 -2.298
C33 -2.408 7.292 -3.668
C34 2.316 -7.664 -2.404
C35 -3.189 3.244 -2.973
C36 -0.855 9.040 -2.930
C37 1.580 -3.812 1.923
H1 -0.679 -0.701 0.280
H2 5.568 0.662 5.282
H3 5.793 4.318 8.725
H4 -0.512 -1.548 3.824
H5 3.835 -2.829 0.512
H6 -3.357 3.965 -3.764
H7 -7.670 -1.887 -1.807
H8 3.574 3.476 7.953
H9 3.542 -3.435 2.795
H10 -1.048 -2.969 1.229
H11 2.798 -3.978 -0.393
H12 2.189 -3.484 3.920
H13 -3.019 -0.235 -2.602
H14 -2.064 -2.372 3.813
H15 2.880 1.508 2.036
H16 2.758 -4.998 3.209
H17 -9.266 -2.349 -3.670
H18 2.803 -2.279 -0.824
H19 -4.522 -1.044 -4.712
H20 -4.379 7.277 -2.714
H21 1.553 -8.279 -1.944
H22 3.854 -7.342 -5.534
H23 2.772 -6.499 -0.697
H24 -6.113 -1.511 -6.569
H25 1.134 0.753 4.535
H26 -0.596 -3.297 3.554
H27 -0.556 -0.003 1.895
H28 -0.373 7.602 -4.411
H29 -3.918 9.242 -1.244
H30 7.785 1.504 6.046
H31 -2.609 0.459 -0.241
H32 0.090 9.568 -2.943
H33 5.071 -5.556 -4.285
H34 -2.932 4.646 -1.405
H35 3.957 1.031 3.361
H36 4.044 0.173 1.798